{"formula": "C19H41BFNO13S", "method": "the ωB97M-V functional and the def2-TZVPD basis", "smiles": "COCCCCCN(B(C)O)S(=O)(=O)F.CCOC(=O)OC.CCOC(=O)OC.CCOC(=O)OC", "homo_energy_ha": -0.368, "lumo_ev": -1.31, "molar_mass_g_mol": 553.41, "orbital_gap_ev": 8.71, "relative_energy_ev": 5.987, "e_tot_ha": -2304.20354, "fmax_ha_per_bohr": 0.1751, "symbols": ["C", "O", "C", "C", "C", "C", "C", "N", "B", "C", "O", "S", "O", "O", "F", "H", "H", "H", "H", "H", "H", "H", "H", "H", "H", "H", "H", "H", "H", "H", "H", "H", "C", "C", "O", "C", "O", "O", "C", "H", "H", "H", "H", "H", "H", "H", "H", "C", "C", "O", "C", "O", "O", "C", "H", "H", "H", "H", "H", "H", "H", "H", "C", "C", "O", "C", "O", "O", "C", "H", "H", "H", "H", "H", "H", "H", "H"], "coordinates": [[5.5844, -2.8066, -3.5528], [5.8277, -2.0459, -4.7966], [5.2506, -0.6774, -4.6971], [6.0472, 0.3113, -3.6594], [5.4826, 1.8656, -3.6307], [4.1627, 2.0514, -2.6205], [2.8427, 1.8832, -3.5764], [1.5345, 1.6896, -2.8434], [0.5123, 1.2927, -3.9368], [0.6136, -0.1499, -4.7837], [-0.6495, 2.1493, -4.2712], [1.5509, 0.3180, -1.7630], [1.9243, 0.8926, -0.3410], [0.1485, -0.3471, -1.5874], [2.7579, -0.8445, -2.1373], [6.5971, -2.7391, -2.9285], [4.7411, -2.3695, -2.8690], [5.2893, -3.9072, -3.8223], [4.1364, -0.8423, -4.3020], [5.1382, -0.1458, -5.7523], [6.0819, -0.2014, -2.6052], [7.1678, 0.3918, -4.0614], [6.3219, 2.5887, -3.2289], [5.1242, 2.1818, -4.7139], [4.1884, 3.0938, -2.0813], [4.2907, 1.2335, -1.7937], [3.0917, 1.0688, -4.3789], [2.7344, 2.9085, -4.1788], [1.6663, -0.3087, -5.2850], [-0.1737, -0.1357, -5.6544], [0.4256, -1.0913, -4.0991], [-0.2961, 3.0929, -4.2048], [-2.4202, 0.6659, 0.0025], [-2.4340, 1.9649, -0.7834], [-3.6625, 2.6766, -0.5924], [-3.8052, 3.2920, 0.6084], [-2.9899, 3.2975, 1.5161], [-5.0244, 3.8866, 0.6337], [-5.3468, 4.4802, 1.8891], [-3.2917, 0.0550, -0.2528], [-1.5120, 0.0951, -0.2092], [-2.4661, 0.8486, 1.0805], [-2.3630, 1.7401, -1.8539], [-1.5768, 2.6014, -0.5333], [-4.5768, 5.1924, 2.2027], [-5.4821, 3.6997, 2.6446], [-6.2908, 5.0208, 1.7774], [-5.1965, 2.1017, 5.3825], [-6.0321, 1.2298, 4.4624], [-6.6372, 0.1466, 5.1785], [-7.6868, 0.4791, 5.9714], [-8.1541, 1.5967, 6.1164], [-8.1171, -0.6473, 6.5935], [-9.1530, -0.4165, 7.5452], [-4.4551, 1.4967, 5.9137], [-4.6791, 2.8794, 4.8143], [-5.8135, 2.5878, 6.1445], [-5.3828, 0.7812, 3.7017], [-6.7931, 1.8124, 3.9294], [-10.0008, 0.1077, 7.0923], [-8.7573, 0.1498, 8.3942], [-9.5028, -1.3865, 7.9092], [1.9760, -3.1828, -0.5113], [3.0984, -2.5440, 0.2869], [3.2259, -3.1458, 1.5807], [3.7868, -4.3811, 1.6022], [4.1908, -5.0054, 0.6349], [3.8034, -4.8129, 2.8882], [4.2708, -6.1513, 3.0376], [1.0380, -3.1471, 0.0515], [1.8375, -2.6672, -1.4654], [2.1810, -4.2376, -0.7188], [2.8665, -1.4856, 0.4529], [4.0532, -2.5811, -0.2513], [5.2601, -6.2806, 2.5869], [3.5508, -6.8472, 2.5955], [4.3488, -6.3671, 4.1068]]}